# 1
C21H45AsF12O23S2V3 | the ωB97M-V functional and the def2-TZVPD basis

Results
E_tot: -261761.9308 eV
Orbital gap: 1.34 eV
LUMO energy: -3.09 eV
Largest force on an atom: 4.6 eV/A
Energy above the lowest of the compared OMol25 structures with the same formula, charge and spin: 488.4 kcal/mol
Total charge: -1

```
107
Properties=species:S:1:pos:R:3:mulliken_charge:R:1
O 2.3847 -11.4293 20.4551 -0.598
V 1.5733 -12.7335 20.6044 1.711
O 0.6117 -12.5740 21.8553 -0.620
O -2.6221 -16.0663 12.0934 -0.555
V -1.2787 -15.3502 11.5239 1.805
O -0.6680 -16.4269 10.5239 -0.566
O -1.7936 -4.8900 14.1407 -0.529
V -0.8479 -5.9900 13.6996 1.848
O -1.4841 -6.6314 12.3576 -0.551
C -4.9080 -11.3093 16.8061 0.560
F -5.7855 -10.9754 15.8167 -0.223
F -5.0684 -10.6556 17.9900 -0.218
F -5.1006 -12.6016 16.9622 -0.213
S -2.9975 -11.1325 16.3878 1.037
O -2.8384 -11.8365 15.0695 -0.657
O -2.7516 -9.6656 16.2558 -0.667
O -2.2605 -11.8089 17.5058 -0.616
S 1.8667 -16.6232 16.6133 1.250
O 2.9066 -17.6136 16.4663 -0.554
O 1.1453 -16.8508 17.8887 -0.541
O 2.6074 -15.3803 16.8732 -0.529
O 1.0943 -16.4325 15.3873 -0.604
As 4.1213 -10.4282 11.7322 2.023
F 5.0485 -11.4267 10.5726 -0.482
F 3.7449 -9.1565 10.4844 -0.508
F 2.9842 -9.5047 12.8898 -0.554
F 4.5316 -11.5978 13.0567 -0.489
F 5.4625 -9.3143 12.1767 -0.490
F 2.7097 -11.4511 11.3018 -0.507
C -3.6784 -18.8561 20.6777 -0.731
O -2.5502 -18.5511 21.5404 -0.286
C -2.9948 -17.5315 22.4120 -0.606
C -2.2377 -17.6738 23.7408 -0.524
O -0.8379 -17.5997 23.4588 -0.240
C -0.0750 -17.2077 24.5708 -0.789
H -3.9392 -18.0901 19.9474 0.281
H -4.4723 -19.0956 21.3852 0.322
H -3.5220 -19.7122 20.0214 0.250
H -4.0594 -17.3808 22.5908 0.473
H -2.7111 -16.5952 21.9315 0.300
H -2.5167 -18.6366 24.1689 0.283
H -2.5248 -16.9044 24.4576 0.406
H -0.3476 -17.8603 25.4003 0.320
H -0.3832 -16.2334 24.9502 0.315
H 0.9718 -17.1805 24.2683 0.225
C 1.2388 -6.4369 24.1383 -0.748
O 0.5893 -5.7861 23.0900 -0.289
C -0.8028 -5.5311 23.2613 -0.479
C -1.4954 -4.8750 22.0534 -0.519
O -0.9656 -3.6868 21.4985 -0.353
C -0.3586 -2.7246 22.3577 -0.723
H 1.3431 -5.9519 25.1089 0.287
H 2.1781 -6.7437 23.6782 0.254
H 0.6656 -7.3322 24.3792 0.311
H -0.9913 -4.8927 24.1245 0.309
H -1.3665 -6.4506 23.4193 0.445
H -2.5019 -4.6047 22.3731 0.314
H -1.6356 -5.5544 21.2127 0.344
H -1.0041 -2.5142 23.2105 0.297
H -0.3009 -1.7332 21.9083 0.297
H 0.6190 -2.9366 22.7906 0.253
C 2.1419 -3.1857 11.5371 -0.755
O 1.8460 -3.3136 12.9334 -0.242
C 2.8277 -2.7095 13.7284 -0.451
C 2.6849 -3.0117 15.2106 -0.650
O 2.4043 -4.3936 15.4079 -0.280
C 2.8088 -4.8008 16.6498 -0.804
H 3.1201 -3.6153 11.3211 0.336
H 2.1508 -2.1468 11.2075 0.303
H 1.4018 -3.6939 10.9190 0.254
H 2.6902 -1.6313 13.6475 0.302
H 3.7466 -3.1291 13.3189 0.358
H 1.8605 -2.5375 15.7430 0.361
H 3.5368 -2.6698 15.7984 0.407
H 3.7840 -5.2480 16.4576 0.310
H 2.1160 -5.5816 16.9637 0.210
H 2.8722 -4.0712 17.4571 0.372
C -0.4957 -14.1356 4.3849 -0.764
O -1.2555 -13.4800 5.3507 -0.266
C -0.5790 -12.5062 6.0651 -0.459
C -1.6427 -11.7721 6.9512 -0.658
O -2.3133 -12.6600 7.8810 -0.296
C -3.5939 -12.1809 8.2801 -0.826
H 0.2342 -13.5023 3.8806 0.312
H -1.1242 -14.5974 3.6235 0.237
H 0.1320 -14.9106 4.8247 0.301
H -0.1435 -11.7749 5.3841 0.388
H 0.1391 -12.8112 6.8263 0.303
H -2.3952 -11.2040 6.4043 0.395
H -1.0898 -10.9276 7.3625 0.398
H -3.7170 -11.2155 8.7711 0.329
H -4.0589 -12.9331 8.9174 0.263
H -4.2775 -12.2270 7.4324 0.346
C -8.3625 -6.6021 22.9959 -1.121
C -8.5678 -5.5756 21.8348 -0.243
O -8.2947 -4.2714 22.3488 -0.261
C -8.9390 -3.1538 21.9281 0.341
O -9.7474 -3.1388 21.0700 -0.486
C -8.4437 -1.8456 22.5962 0.896
F -7.1146 -1.5529 22.3813 -0.248
F -9.0997 -0.7728 22.1325 -0.236
F -8.6730 -1.9956 23.8744 -0.230
H -7.3577 -6.7883 23.3750 0.293
H -8.7450 -7.5724 22.6792 0.368
H -8.9287 -6.3040 23.8784 0.321
H -9.5737 -5.7461 21.4512 0.308
H -7.9617 -5.9258 20.9992 0.299
```

=====

# 2
C21H45InO2P3 | the ωB97M-V functional and the def2-TZVPD basis

Results
E_tot: -59615.2176 eV
Orbital gap: 7.31 eV
LUMO energy: -9.37 eV
Largest force on an atom: 4.2 eV/A
Energy above the lowest of the compared OMol25 structures with the same formula, charge and spin: 0.0 kcal/mol
Total charge: +3

```
72
Properties=species:S:1:pos:R:3:mulliken_charge:R:1
In 0.0971 0.5342 -0.2443 0.812
P 1.7371 0.9135 1.6954 0.691
P -0.8363 2.7889 -1.1214 0.907
P 2.0870 -0.3421 -1.6087 0.676
H -0.9540 -4.0780 1.4059 0.303
C 0.0938 -4.2623 1.1699 -0.615
C 1.0940 -3.8236 1.9981 -0.723
H 0.8652 -3.2849 2.9110 0.407
C 1.0496 1.2080 3.3497 -1.351
C 2.8045 2.3617 1.4432 -1.234
C 2.9228 -0.4248 2.0410 -1.047
C -2.3049 2.6090 -2.1886 -1.316
C -1.3529 4.0319 0.1085 -1.276
C 0.3284 3.7293 -2.1560 -1.246
C 2.4650 -2.0478 -1.0906 -1.031
C 3.6676 0.5464 -1.6263 -1.357
C 1.6290 -0.5188 -3.3533 -1.171
H 0.3131 -4.9086 0.3164 0.423
H 2.1321 -4.0590 1.7862 0.380
H 0.4718 0.3510 3.7125 0.287
H 0.4127 2.0984 3.3731 0.369
H 1.8983 1.3634 4.0292 0.641
H 2.1990 3.2663 1.3250 0.355
H 3.4418 2.2524 0.5599 0.312
H 3.4365 2.4722 2.3339 0.472
H 2.4460 -1.4086 1.9864 0.002
H 3.2930 -0.2777 3.0633 0.586
H 3.7741 -0.4087 1.3534 0.356
H -2.5087 3.5614 -2.6968 0.502
H -3.1793 2.3294 -1.5863 0.372
H -2.1454 1.8280 -2.9411 0.323
H -1.7083 4.9316 -0.4130 0.465
H -0.5043 4.3085 0.7475 0.392
H -2.1607 3.6460 0.7429 0.373
H -0.1804 4.6267 -2.5373 0.484
H 0.6710 3.1212 -3.0025 0.365
H 1.2008 4.0347 -1.5637 0.369
H 2.7325 -2.6082 -1.9967 0.577
H 1.6011 -2.5320 -0.6207 -0.112
H 3.2986 -2.0577 -0.3785 0.451
H 4.2306 0.1511 -2.4835 0.492
H 4.2352 0.3831 -0.7019 0.392
H 3.5021 1.6222 -1.7678 0.391
H 2.4202 -1.1271 -3.8115 0.538
H 1.5792 0.4675 -3.8327 0.404
H 0.6630 -1.0231 -3.4707 0.161
C -1.5500 -1.6359 -1.5865 0.256
C -2.4865 -0.8912 -2.2991 -0.496
C -2.7183 -1.2640 -3.6370 -0.829
C -2.0414 -2.3876 -4.1463 -0.578
C -1.1773 -3.1758 -3.3729 -0.686
C -0.9963 -2.8403 -2.0331 -0.219
O -0.9548 -1.1225 -0.4520 -0.489
H -1.4594 -0.3246 0.5052 0.776
H -2.9784 -0.0295 -1.8295 0.804
H -3.4430 -0.6621 -4.2464 0.443
H -2.2398 -2.6627 -5.2090 0.381
H -0.6757 -4.0547 -3.8107 0.470
H -0.4294 -3.4754 -1.3591 0.110
C -2.4635 0.6028 3.7865 -0.765
C -2.3993 -0.9354 3.7280 -0.832
C -1.8593 -1.3204 2.3682 0.350
O -1.9792 -0.0790 1.5571 -0.174
C -2.4597 1.0932 2.3515 0.183
H -3.3588 0.9317 4.3235 0.444
H -1.5994 0.9968 4.3375 0.200
H -3.4053 -1.3574 3.8371 0.382
H -1.7817 -1.3712 4.5205 0.348
H -0.7985 -1.5866 2.3698 -0.237
H -2.4582 -2.0646 1.8396 0.340
H -3.4678 1.3344 2.0058 0.448
H -1.7777 1.9367 2.1924 -0.186
```

=====

# 3
C21H45N2OP3PbS | the ωB97M-V functional and the def2-TZVPD basis

Results
E_tot: -71445.2132 eV
Orbital gap (alpha / beta): 5.64 / 5.03 eV
LUMO energy (alpha / beta): -13.44 / -13.26 eV
Largest force on an atom: 2.5 eV/A
Energy above the lowest of the compared OMol25 structures with the same formula, charge and spin: 0.0 kcal/mol
Total charge: +4

```
74
Properties=species:S:1:pos:R:3:mulliken_charge:R:1
Pb 0.3554 -0.0465 0.8599 0.589
P -0.6761 -2.3573 2.1821 0.758
P 1.8210 -1.2005 -1.1812 0.501
P -1.9765 -0.6025 -0.9875 0.589
H 0.0492 2.8370 0.9181 0.444
C -0.8995 2.3019 0.7974 -0.619
C -1.5130 1.6841 1.8626 -0.368
H -1.0943 1.7346 2.8732 0.241
C 0.1551 -2.5048 3.8018 -0.949
C -0.3907 -3.9729 1.3911 -1.155
C -2.4402 -2.2461 2.6091 -1.089
C 2.2832 0.1735 -2.2809 -0.941
C 3.3209 -1.7992 -0.3471 -0.987
C 1.1573 -2.5746 -2.1577 -1.048
C -3.5588 0.1788 -0.5080 -1.373
C -2.4788 -2.3183 -1.3823 -1.236
C -1.6133 0.1783 -2.6035 -1.388
H -1.3997 2.4266 -0.1680 0.305
H -2.5290 1.2891 1.7920 0.236
H 0.0661 -1.5658 4.3633 0.023
H 1.2265 -2.6944 3.6582 0.351
H -0.2896 -3.3182 4.3918 0.546
H 0.6855 -4.0905 1.1901 0.348
H -0.9290 -4.0280 0.4344 0.272
H -0.7239 -4.7917 2.0471 0.501
H -2.6199 -1.3009 3.1413 0.331
H -2.7304 -3.0841 3.2593 0.494
H -3.0599 -2.2534 1.7020 0.222
H 3.0264 -0.1664 -3.0176 0.447
H 2.7101 0.9902 -1.6777 0.365
H 1.3944 0.5588 -2.8050 0.136
H 4.0303 -2.1808 -1.0975 0.468
H 3.0491 -2.6110 0.3456 0.299
H 3.7770 -0.9892 0.2418 0.372
H 1.9427 -2.9584 -2.8260 0.524
H 0.2951 -2.2504 -2.7567 0.287
H 0.8329 -3.3816 -1.4820 0.262
H -4.3116 0.0372 -1.2968 0.478
H -3.4050 1.2504 -0.3338 0.400
H -3.9209 -0.2725 0.4255 0.344
H -3.2346 -2.3307 -2.1821 0.508
H -2.8989 -2.7966 -0.4862 0.413
H -1.6086 -2.9064 -1.7030 0.216
H -2.4977 0.1670 -3.2580 0.555
H -0.7830 -0.3304 -3.1122 0.373
H -1.3151 1.2244 -2.4409 0.359
C 0.2188 2.3509 -6.4001 0.795
C 0.6938 3.4571 -7.1407 -0.533
C 0.0573 4.6916 -6.9764 -0.517
C -1.0391 4.8125 -6.1130 -0.418
C -1.5137 3.7017 -5.4142 -0.282
C -0.9009 2.4653 -5.5697 -0.148
O 0.8446 1.1351 -6.4063 -0.378
H 1.5837 1.1601 -7.0398 0.356
H 1.5452 3.3391 -7.8071 0.370
H 0.4234 5.5583 -7.5258 0.428
H -1.5253 5.7869 -5.9916 0.431
H -2.3726 3.7891 -4.7382 0.416
H -1.2565 1.5693 -5.0524 0.464
S 2.5846 0.9600 2.2157 -0.230
C 2.0150 0.6513 3.8072 -0.200
N 2.4778 -0.3896 4.5468 0.009
C 2.5879 -0.1943 5.9977 -0.663
C 1.2288 0.2523 6.5212 -0.439
C 0.8106 1.5290 5.8143 -0.625
N 1.0544 1.4323 4.3694 0.022
H 3.2768 -0.8545 4.0973 0.336
H 3.3507 0.5751 6.2148 0.325
H 2.8924 -1.1467 6.4401 0.402
H 1.3202 0.4648 7.6052 0.361
H 0.4665 -0.5407 6.3698 0.230
H 1.3751 2.3840 6.2195 0.379
H -0.2559 1.7292 5.9568 0.338
H 0.7759 2.2232 3.8037 0.361
```